# C3H12O4

A cluster of 3 separate species, C3H12O4 in total (wB97M-V/def2-TZVPD, OMol25).

Relative energy (zero: lowest compared OMol25 entry of this formula, charge and spin) ... 231.2 kJ/mol
LUMO level ... 0.6487 eV
HOMO ... -9.920 eV
SMILES string ... OCCCO.O.O
2S+1 ... 1

```
19
C3H12O4 | OMol25 | wB97M-V/def2-TZVPD
O 0.16 -0.20 1.35
C 0.01 -0.36 -0.09
C -1.05 -1.20 -0.81
C -1.48 -0.90 -2.26
O -2.76 -0.24 -2.25
H -0.59 -0.62 1.80
H 0.32 0.58 -0.54
H 0.93 -1.00 -0.24
H -0.68 -2.20 -0.91
H -1.95 -1.32 -0.21
H -0.70 -0.65 -2.88
H -1.65 -1.91 -2.58
H -3.28 -0.55 -2.94
O -1.92 2.54 0.09
H -1.16 3.11 0.43
H -1.44 2.09 -0.63
O 6.05 1.25 4.22
H 5.75 0.67 3.47
H 5.45 0.92 4.98
```

# C13H23DyN7OS

A structure of composition C13H23DyN7OS (wB97M-V/def2-TZVPD, OMol25).

Relative energy (zero: lowest compared OMol25 entry of this formula, charge and spin) ... 36.2 kJ/mol
LUMO level (spin up / spin down) ... -8.2806 / -8.5471 eV
HOMO (spin up / spin down) ... -16.735 / -16.737 eV
2S+1 ... 6
Total charge ... +3

```
46
C13H23DyN7OS | OMol25 | wB97M-V/def2-TZVPD
Dy 0.02 -0.41 -0.01
N 3.57 1.22 5.43
C 2.83 0.70 4.72
N 1.99 0.06 3.92
C 1.35 0.20 2.91
N 0.67 0.22 1.91
C 3.14 -2.22 -0.13
N 3.67 -1.34 -1.17
C 5.12 -1.46 -1.54
C 2.90 -0.48 -1.75
C 3.34 0.45 -2.83
O 1.65 -0.39 -1.38
H 3.89 -2.95 0.14
H 2.27 -2.76 -0.50
H 2.90 -1.64 0.77
H 5.55 -2.23 -0.91
H 5.62 -0.52 -1.35
H 5.21 -1.76 -2.58
H 4.33 0.23 -3.22
H 3.33 1.47 -2.44
H 2.61 0.39 -3.64
S -1.91 -2.20 0.68
C -1.70 -2.76 2.34
N -2.83 -3.22 2.94
C -2.88 -3.72 4.19
C -1.74 -3.77 4.95
C -0.56 -3.31 4.38
C -0.54 -2.81 3.09
H -3.68 -3.22 2.40
H -3.86 -4.05 4.51
H -1.79 -4.17 5.95
H 0.36 -3.34 4.95
H 0.39 -2.48 2.66
N -5.21 1.97 -2.27
C -3.94 2.27 -1.50
C -3.02 1.05 -1.43
N -1.77 1.37 -0.70
H -5.82 2.79 -2.30
H -5.76 1.21 -1.86
H -5.02 1.71 -3.25
H -4.27 2.60 -0.51
H -3.48 3.11 -2.01
H -2.75 0.72 -2.43
H -3.50 0.21 -0.92
H -1.99 1.72 0.23
H -1.28 2.13 -1.17
```

# C25H82N4O18P

A cluster of 17 separate species, C25H82N4O18P in total (wB97M-V/def2-TZVPD, OMol25).

LUMO level ... -3.4546 eV
HOMO ... -10.916 eV
2S+1 ... 1
Total charge ... +1

```
130
C25H82N4O18P | OMol25 | wB97M-V/def2-TZVPD
C -2.88 -2.78 -3.34
C -1.30 -3.14 -3.40
N -0.51 -1.98 -2.85
C 0.57 -2.38 -1.98
C 1.64 -3.44 -2.34
O 1.63 -4.16 -3.59
N 2.65 -3.74 -4.42
O 2.69 -2.55 -4.46
N 2.55 -3.52 -1.21
C 2.12 -2.59 -0.21
N 0.93 -1.91 -0.64
P -0.10 -0.66 0.06
C -0.97 -1.13 1.66
C -0.19 -2.16 2.64
C 0.70 1.05 0.09
C 1.22 1.34 -1.43
H -3.36 -3.42 -2.52
H -3.35 -2.96 -4.38
H -3.10 -1.69 -3.07
H -1.07 -4.05 -2.75
H -0.99 -3.27 -4.50
H -1.10 -1.24 -2.44
H 3.34 -4.18 -1.20
H 2.60 -2.38 0.82
H -2.03 -1.54 1.48
H -1.13 -0.15 2.26
H -0.93 -3.00 2.90
H 0.10 -1.71 3.66
H 0.73 -2.67 2.20
H -0.17 1.81 0.25
H 1.51 1.20 0.87
H 0.34 1.32 -2.17
H 1.72 2.37 -1.54
H 1.90 0.46 -1.74
C -0.25 -5.53 1.14
O -0.56 -4.36 0.39
H -1.04 -5.69 1.87
H -0.19 -6.39 0.47
H 0.71 -5.39 1.65
H 0.15 -4.24 -0.25
C 0.24 4.97 -3.08
O 1.42 4.39 -2.56
H -0.41 4.18 -3.46
H -0.29 5.51 -2.29
H 0.49 5.66 -3.90
H 1.97 5.12 -2.23
C -5.24 0.60 -2.83
O -4.06 0.00 -2.32
H -5.90 -0.19 -3.21
H -5.75 1.14 -2.03
H -4.99 1.28 -3.64
H -3.49 0.71 -1.99
C 1.74 6.50 0.88
O 1.73 6.44 -0.54
H 1.82 5.49 1.28
H 2.60 7.10 1.21
H 0.81 6.96 1.24
H 1.66 7.34 -0.86
C -2.69 3.00 2.07
O -2.70 2.93 0.65
H -2.60 1.99 2.47
H -1.83 3.60 2.40
H -3.61 3.45 2.42
H -2.78 3.83 0.32
C -2.01 -0.79 6.29
O -2.37 -0.52 4.94
H -1.07 -0.30 6.51
H -2.79 -0.40 6.96
H -1.91 -1.87 6.44
H -3.21 -0.97 4.77
C -3.99 -7.41 1.72
O -3.86 -6.11 2.28
H -4.59 -8.02 2.39
H -4.49 -7.33 0.75
H -3.01 -7.86 1.59
H -3.33 -5.58 1.67
C 4.88 -0.02 2.00
O 3.96 0.53 1.06
H 4.60 0.30 3.00
H 4.85 -1.11 1.94
H 5.89 0.33 1.77
H 4.23 0.23 0.18
C 6.34 -3.10 3.11
O 6.70 -2.02 3.97
H 6.46 -2.78 2.08
H 6.99 -3.96 3.30
H 5.30 -3.37 3.29
H 6.59 -2.33 4.88
C -6.72 -0.34 4.62
O -5.63 -1.07 5.17
H -7.05 0.40 5.35
H -6.39 0.18 3.71
H -7.54 -1.02 4.39
H -5.35 -1.71 4.50
C 7.83 2.69 0.79
O 6.62 3.24 0.28
H 8.66 3.35 0.51
H 7.78 2.62 1.88
H 7.99 1.70 0.36
H 5.91 2.64 0.54
C -4.96 6.25 1.79
O -3.77 5.68 2.32
H -5.60 5.46 1.42
H -5.48 6.80 2.58
H -4.71 6.93 0.98
H -3.22 6.40 2.64
C -1.89 -0.71 -6.53
O -0.58 -0.28 -6.18
H -2.35 0.04 -7.16
H -1.82 -1.66 -7.08
H -2.48 -0.85 -5.62
H -0.19 -0.96 -5.62
C -7.97 -8.08 0.62
O -8.17 -7.12 1.65
H -8.82 -8.77 0.62
H -7.91 -7.58 -0.34
H -7.05 -8.64 0.81
H -7.41 -6.53 1.63
C 9.10 2.48 -2.66
O 7.94 3.29 -2.85
H 9.78 2.64 -3.50
H 9.59 2.77 -1.73
H 8.80 1.43 -2.62
H 7.36 3.13 -2.10
C 3.68 8.18 -3.66
O 3.64 7.74 -2.31
H 2.73 8.67 -3.89
H 4.50 8.89 -3.79
H 3.82 7.33 -4.32
H 4.49 7.32 -2.12
```

# C16H48N3O8

A cluster of 6 separate species, C16H48N3O8 in total (wB97M-V/def2-TZVPD, OMol25).

LUMO level (spin up / spin down) ... -4.9094 / -11.8094 eV
HOMO (spin up / spin down) ... -14.276 / -14.276 eV
2S+1 ... 2
Total charge ... +2

```
75
C16H48N3O8 | OMol25 | wB97M-V/def2-TZVPD
O 14.04 14.40 33.35
H 13.14 14.04 33.29
H 14.55 13.82 33.92
H 14.03 15.26 33.76
C 9.48 14.05 34.62
C 11.02 14.24 34.55
C 11.62 13.93 35.95
O 11.43 15.01 36.91
C 11.77 14.58 38.21
N 11.62 13.43 33.57
H 9.05 14.21 33.63
H 8.98 14.67 35.36
H 9.23 13.01 34.84
H 11.28 15.22 34.15
H 12.68 13.89 35.70
H 11.27 12.96 36.30
H 11.50 15.32 38.97
H 12.84 14.40 38.24
H 11.15 13.77 38.60
H 10.96 13.48 32.81
H 11.54 12.45 33.83
C 14.21 11.14 35.50
C 15.51 11.83 35.22
C 16.16 11.51 33.91
O 15.30 11.77 32.83
C 16.04 11.75 31.60
N 15.31 13.28 35.39
H 14.29 10.07 35.35
H 13.36 11.54 34.94
H 13.94 11.18 36.56
H 16.21 11.54 36.00
H 16.34 10.44 34.01
H 17.03 12.17 33.83
H 16.69 12.59 31.40
H 15.33 11.70 30.78
H 16.60 10.81 31.58
H 16.13 13.82 35.17
H 15.30 13.44 36.39
C 12.71 17.41 32.61
C 13.80 17.85 33.64
C 13.54 19.17 34.40
O 12.27 19.23 35.11
C 12.03 20.49 35.77
N 13.95 16.74 34.57
H 11.77 17.18 33.11
H 12.92 16.46 32.11
H 12.61 18.07 31.76
H 14.69 18.01 33.05
H 13.53 19.95 33.64
H 14.35 19.39 35.10
H 11.89 21.26 35.01
H 12.70 20.77 36.58
H 11.06 20.32 36.24
H 13.20 16.86 35.24
H 14.76 17.01 35.11
C 17.80 15.76 34.93
C 17.13 16.62 36.07
O 16.58 17.82 35.48
O 17.02 15.20 33.93
H 18.31 14.95 35.45
H 18.64 16.31 34.51
H 17.86 16.72 36.87
H 16.23 16.16 36.46
H 17.23 18.54 35.46
H 16.97 15.88 33.25
C 13.32 15.33 28.78
C 13.29 14.15 29.82
O 12.29 14.29 30.76
O 12.25 15.30 27.96
H 14.20 15.19 28.17
H 13.39 16.28 29.32
H 14.23 14.15 30.38
H 13.15 13.18 29.35
H 11.52 13.75 30.55
H 12.37 16.06 27.38
```

# C6H11N

A cluster of 2 separate species, C6H11N in total (wB97M-V/def2-TZVPD, OMol25).

Relative energy (zero: lowest compared OMol25 entry of this formula, charge and spin) ... 204.0 kJ/mol
LUMO level ... 1.0177 eV
HOMO ... -8.632 eV
SMILES string ... CC=C=N.C=CC
2S+1 ... 1

```
18
C6H11N | OMol25 | wB97M-V/def2-TZVPD
C 3.20 0.07 0.71
C 1.99 -0.54 1.37
C 0.87 0.10 1.61
N -0.16 0.71 1.90
H 3.56 -0.56 -0.11
H 2.98 1.06 0.30
H 4.03 0.18 1.42
H 2.04 -1.57 1.70
H -0.86 0.63 1.16
C -0.63 -0.39 -1.29
C -1.65 0.44 -1.10
C -3.09 0.04 -1.00
H -0.79 -1.46 -1.39
H 0.39 -0.04 -1.35
H -1.45 1.51 -1.01
H -3.55 0.39 -0.06
H -3.68 0.48 -1.82
H -3.20 -1.05 -1.05
```

# C3H7NO2

A cluster of 2 separate species, C3H7NO2 in total (wB97M-V/def2-TZVPD, OMol25).

Relative energy (zero: lowest compared OMol25 entry of this formula, charge and spin) ... 609.1 kJ/mol
LUMO level ... -0.6025 eV
HOMO ... -10.114 eV
SMILES string ... O=[NH+][O-].C=CC
2S+1 ... 1

```
13
C3H7NO2 | OMol25 | wB97M-V/def2-TZVPD
O 2.16 -1.56 1.02
N 1.19 -1.30 1.68
O 0.15 -1.93 1.67
H 0.95 -0.08 1.74
C -0.51 1.95 -0.79
C -0.34 0.75 -0.31
C -0.63 -0.57 -0.86
H -0.97 2.09 -1.76
H -0.29 2.86 -0.24
H 0.31 0.66 0.76
H 0.27 -1.04 -1.26
H -0.89 -1.27 -0.01
H -1.41 -0.53 -1.62
```

# C6H15NO2Rb

A structure of composition C6H15NO2Rb (wB97M-V/def2-TZVPD, OMol25).

Relative energy (zero: lowest compared OMol25 entry of this formula, charge and spin) ... 0.0 kJ/mol
LUMO level ... -3.2244 eV
HOMO ... -12.849 eV
2S+1 ... 1
Total charge ... +1

```
25
C6H15NO2Rb | OMol25 | wB97M-V/def2-TZVPD
Rb 9.21 -29.74 -23.28
C 7.04 -27.24 -21.36
O 7.97 -28.26 -20.98
C 8.96 -27.77 -20.12
C 9.86 -28.89 -19.61
N 10.69 -29.49 -20.64
C 11.27 -30.81 -20.31
C 10.24 -31.93 -20.49
O 9.94 -32.26 -21.84
C 9.04 -33.34 -21.94
H 6.24 -27.63 -21.97
H 7.60 -26.51 -21.96
H 6.60 -26.77 -20.47
H 8.53 -27.25 -19.25
H 9.62 -27.05 -20.63
H 9.17 -29.65 -19.24
H 10.45 -28.52 -18.76
H 11.50 -28.93 -20.88
H 11.58 -30.88 -19.26
H 12.14 -30.97 -20.95
H 9.33 -31.67 -19.94
H 10.67 -32.84 -20.05
H 8.05 -33.13 -21.52
H 9.43 -34.27 -21.51
H 8.86 -33.48 -23.01
```

# C2H5IN4O2S2

A structure of composition C2H5IN4O2S2 (wB97M-V/def2-TZVPD, OMol25).

LUMO level ... -0.1176 eV
HOMO ... -8.651 eV
2S+1 ... 1

```
16
C2H5IN4O2S2 | OMol25 | wB97M-V/def2-TZVPD
C 0.81 1.32 -0.06
C 1.16 0.30 -1.09
N 0.74 2.56 -0.46
N 1.13 -0.27 1.87
N 0.24 -0.70 -1.11
N -2.20 -1.43 -0.96
O -0.55 -2.21 0.82
O -1.32 0.18 0.78
S 0.16 0.81 1.62
S -0.83 -1.14 -0.05
I 3.32 -0.14 -0.36
H 1.33 0.66 -2.07
H 0.42 3.20 0.33
H 0.98 -0.94 2.73
H -3.10 -1.42 -0.38
H -2.29 -0.76 -1.61
```

# C36H90N6Na3O16P

A structure of composition C36H90N6Na3O16P (wB97M-V/def2-TZVPD, OMol25).

Relative energy (zero: lowest compared OMol25 entry of this formula, charge and spin) ... 418.9 kJ/mol
LUMO level ... 0.0742 eV
HOMO ... -7.749 eV
2S+1 ... 1

```
152
C36H90N6Na3O16P | OMol25 | wB97M-V/def2-TZVPD
Na 17.27 8.65 -15.13
Na 17.51 7.62 -10.25
Na 21.11 8.73 -12.42
P 18.68 7.86 -12.75
O 19.01 8.74 -11.50
O 17.16 7.71 -12.97
O 19.35 6.50 -12.56
O 19.22 8.60 -13.99
C 25.73 6.72 -9.91
O 24.98 7.86 -9.73
C 23.61 7.56 -9.89
C 22.72 8.67 -9.49
N 22.50 9.60 -10.60
C 21.49 10.60 -10.23
C 21.36 11.76 -11.26
O 22.60 12.55 -11.43
C 22.44 13.91 -11.77
H 25.54 6.05 -9.08
H 26.78 6.98 -9.82
H 25.65 6.16 -10.84
H 23.31 6.73 -9.24
H 23.32 7.27 -10.90
H 23.25 9.15 -8.67
H 21.81 8.22 -9.11
H 23.34 10.16 -10.70
H 21.85 11.07 -9.31
H 20.51 10.14 -10.13
H 20.58 12.42 -10.90
H 21.06 11.43 -12.26
H 23.40 14.32 -12.06
H 22.12 14.55 -10.94
H 21.78 14.02 -12.63
C 20.78 11.17 -19.37
O 20.89 9.74 -19.60
C 20.09 8.88 -18.79
C 20.42 8.93 -17.25
N 19.48 8.03 -16.57
C 19.60 6.62 -16.96
C 18.53 5.83 -16.13
O 17.18 6.25 -16.34
C 16.59 5.74 -17.56
H 21.09 11.57 -18.41
H 19.76 11.51 -19.54
H 21.48 11.66 -20.04
H 20.28 7.88 -19.18
H 19.07 9.23 -18.92
H 20.27 9.94 -16.86
H 21.43 8.60 -16.98
H 19.48 8.20 -15.58
H 20.58 6.22 -16.71
H 19.44 6.40 -18.02
H 18.78 5.98 -15.08
H 18.48 4.74 -16.22
H 17.19 5.97 -18.44
H 15.60 6.18 -17.66
H 16.44 4.66 -17.45
C 18.22 11.55 -13.44
O 17.71 12.71 -14.07
C 17.59 12.74 -15.47
C 16.46 13.68 -15.94
N 15.14 13.07 -15.55
C 14.05 13.77 -16.18
C 13.69 15.15 -15.59
O 13.49 15.01 -14.16
C 13.15 16.15 -13.42
H 19.06 11.10 -13.98
H 17.45 10.78 -13.33
H 18.51 11.86 -12.44
H 17.43 11.74 -15.85
H 18.60 12.93 -15.84
H 16.65 13.82 -17.00
H 16.55 14.70 -15.56
H 15.02 13.21 -14.55
H 13.12 13.22 -16.09
H 14.23 13.93 -17.24
H 12.80 15.52 -16.09
H 14.45 15.89 -15.81
H 12.40 16.73 -13.96
H 14.04 16.77 -13.33
H 12.83 15.92 -12.40
C 17.72 0.77 -8.90
O 18.41 1.77 -9.68
C 17.48 2.69 -10.29
C 18.15 3.73 -11.19
N 18.47 5.05 -10.60
C 19.39 4.96 -9.42
C 19.94 6.36 -9.06
O 18.97 7.02 -8.19
C 19.49 8.16 -7.59
H 18.45 -0.02 -8.73
H 17.02 0.29 -9.58
H 17.20 1.13 -8.01
H 17.01 3.12 -9.41
H 16.69 2.10 -10.76
H 17.58 3.90 -12.10
H 19.13 3.34 -11.46
H 18.71 5.66 -11.37
H 20.24 4.35 -9.72
H 18.83 4.55 -8.58
H 20.18 6.94 -9.96
H 20.88 6.24 -8.53
H 18.89 8.30 -6.69
H 19.39 9.09 -8.15
H 20.52 8.02 -7.25
C 23.40 3.63 -9.25
O 23.61 4.03 -10.61
C 22.39 4.46 -11.29
C 22.60 4.96 -12.74
N 21.93 6.24 -13.02
C 22.16 6.75 -14.41
C 23.45 7.55 -14.61
O 23.24 8.87 -14.09
C 24.44 9.48 -13.63
H 23.26 4.46 -8.55
H 24.31 3.13 -8.91
H 22.49 3.04 -9.10
H 21.96 5.28 -10.72
H 21.68 3.64 -11.24
H 22.19 4.19 -13.39
H 23.69 5.02 -12.79
H 20.94 6.14 -12.84
H 21.30 7.30 -14.79
H 22.24 5.89 -15.09
H 23.68 7.71 -15.66
H 24.33 7.06 -14.19
H 25.40 9.31 -14.12
H 24.65 9.03 -12.66
H 24.38 10.56 -13.45
C 14.99 5.49 -13.81
O 14.12 4.82 -12.93
C 14.32 4.93 -11.54
C 13.90 6.39 -11.08
N 15.03 7.30 -10.86
C 14.49 8.62 -10.45
C 15.58 9.72 -10.57
O 16.28 9.77 -9.35
C 17.25 10.83 -9.40
H 14.83 5.14 -14.83
H 15.96 5.16 -13.46
H 14.81 6.56 -13.75
H 15.37 4.72 -11.36
H 13.68 4.17 -11.07
H 13.37 6.20 -10.15
H 13.16 6.82 -11.74
H 15.53 7.34 -11.74
H 14.07 8.44 -9.46
H 13.60 8.93 -10.99
H 15.16 10.68 -10.87
H 16.31 9.49 -11.35
H 18.10 10.52 -10.02
H 17.77 10.98 -8.45
H 16.91 11.82 -9.69
```

In order of appearance, E = -11493.36558 -61227.90333 -79338.44383 -38199.73965 -7888.41718 -8804.21604 -12700.00233 -41976.42874 -103029.78701 eV.